(1)
Entry from the OMol25 dataset: an isolated molecule of C4H7NO (ωB97M-V/def2-TZVPD).

## Properties
E_LUMO ... 1.073 eV
HOMO-LUMO gap ... 10.7 eV
HOMO ... -0.355 Eh
Structure (SMILES) ... C/N=C/CC=O

Each line ends with the Löwdin charge.
CARTESIAN COORDINATES (ANGSTROEM)
C 1.866 1.165 0.698  -0.141
N 0.435 0.990 0.651  -0.021
C 0.000 -0.183 0.467  -0.200
C -1.406 -0.359 -0.024  -0.137
C -1.419 -1.272 -1.229  -0.258
O -0.450 -1.866 -1.640  0.045
H 2.108 1.636 -0.261  0.081
H 2.437 0.227 0.773  0.075
H 2.163 1.859 1.487  0.071
H 0.646 -1.072 0.484  0.123
H -2.127 -0.726 0.719  0.122
H -1.756 0.632 -0.339  0.120
H -2.393 -1.357 -1.751  0.120

Forces on atoms 1 to 3 (eV/Å):
0.2532 0.0916 0.0266
-0.1005 -0.3507 -0.2927
0.0679 0.2671 -0.0594

(2)
Entry from the OMol25 dataset: a cluster of 6 separate species, C5H22O7 in total (ωB97M-V/def2-TZVPD).

## Properties
E_LUMO ... 0.317 eV
HOMO-LUMO gap ... 10.3 eV
HOMO ... -0.367 Eh
Structure (SMILES) ... OCCCCCO.O.O.O.O.O

Each line ends with the Löwdin charge.
CARTESIAN COORDINATES (ANGSTROEM)
O 1.899 -2.361 -0.130  -0.086
C 1.064 -2.146 -1.256  -0.250
C 0.717 -0.644 -1.384  -0.185
C -0.590 -0.364 -2.065  -0.199
C -1.842 -0.395 -1.166  -0.171
C -1.985 -1.635 -0.282  -0.230
O -0.944 -1.830 0.690  -0.110
H 1.324 -2.481 0.636  0.094
H 1.531 -2.493 -2.189  0.119
H 0.311 -2.937 -1.292  0.113
H 1.543 -0.209 -1.947  0.114
H 0.859 -0.273 -0.374  0.084
H -0.836 -0.821 -3.035  0.120
H -0.508 0.684 -2.394  0.100
H -1.892 0.484 -0.513  0.103
H -2.714 -0.253 -1.812  0.113
H -1.961 -2.567 -0.840  0.112
H -2.903 -1.525 0.317  0.119
H -1.055 -1.270 1.476  0.047
O -1.671 0.128 2.612  -0.050
H -0.881 0.665 2.472  0.011
H -2.289 0.706 2.139  0.050
O 2.887 -0.075 0.919  -0.079
H 2.680 -0.912 0.432  0.016
H 3.837 -0.080 0.741  0.059
O 1.123 1.802 1.774  -0.058
H 1.362 0.865 1.693  0.035
H 1.874 2.239 2.179  0.076
O 0.287 3.378 -0.548  -0.058
H 0.888 2.820 -0.028  0.020
H 0.628 3.168 -1.428  0.054
O -1.290 2.802 1.669  -0.082
H -0.487 2.642 2.178  0.001
H -0.966 2.889 0.753  0.000

Forces on atoms 1 to 3 (eV/Å):
0.6027 -0.3218 -0.0751
-0.0465 -0.5654 -1.1496
0.7835 -1.9935 -0.3536

(3)
Entry from the OMol25 dataset: a structure of composition C19H43N2O2P3W (ωB97M-V/def2-TZVPD).

## Properties
E_LUMO (alpha / beta) ... -14.807 / -14.620 eV
Total charge ... +4
HOMO-LUMO gap (alpha / beta) ... 4.4 / 4.6 eV
HOMO (alpha / beta) ... -0.706 / -0.706 Eh
Multiplicity ... 3

Each line ends with the Mulliken spin population.
CARTESIAN COORDINATES (ANGSTROEM)
W -0.368 -0.606 -0.163  1.544
P -2.072 -1.705 0.941  0.011
P -1.943 -0.500 -1.936  0.060
P 0.049 0.651 1.731  -0.007
H 0.776 1.950 -3.704  0.001
C 1.119 2.280 -2.713  -0.002
C 2.266 1.516 -2.289  0.017
H 1.993 0.464 -2.088  -0.022
C -3.473 -0.638 1.520  0.021
C -2.967 -2.929 -0.101  0.056
C -1.793 -2.767 2.420  0.021
C -1.129 0.610 -3.083  0.044
C -2.245 -1.932 -3.073  -0.003
C -3.588 0.294 -1.751  0.009
C 1.648 1.523 2.018  0.012
C 0.148 -0.317 3.320  0.011
C -1.174 1.949 2.208  0.012
H 1.060 3.356 -2.510  0.001
H 3.042 1.496 -3.081  0.003
H -4.216 -1.284 2.011  0.000
H -3.953 -0.123 0.681  -0.004
H -3.125 0.115 2.237  0.001
H -3.705 -3.443 0.533  0.007
H -2.248 -3.653 -0.513  -0.001
H -3.502 -2.446 -0.930  0.000
H -2.396 -2.419 3.275  0.001
H -0.735 -2.781 2.709  0.001
H -2.101 -3.794 2.177  0.000
H -0.262 0.110 -3.540  0.008
H -0.787 1.494 -2.514  -0.012
H -1.851 0.909 -3.856  -0.003
H -2.010 -1.590 -4.091  -0.001
H -3.294 -2.254 -3.045  -0.001
H -1.587 -2.774 -2.818  0.003
H -3.820 0.821 -2.686  -0.001
H -3.562 1.030 -0.940  0.003
H -4.369 -0.449 -1.549  -0.001
H 2.036 1.289 3.018  0.000
H 1.531 2.610 1.921  0.003
H 2.382 1.195 1.275  0.001
H 0.660 0.296 4.074  -0.001
H 0.740 -1.230 3.185  -0.001
H -0.840 -0.586 3.707  0.001
H -0.619 2.816 2.598  0.000
H -1.846 1.572 2.994  0.001
H -1.768 2.268 1.340  -0.007
C 2.905 3.222 -0.568  0.000
C 1.674 3.823 -0.271  0.000
C 1.665 4.998 0.482  -0.001
C 2.856 5.514 0.998  0.000
C 4.081 4.873 0.736  0.000
C 4.121 3.738 -0.062  0.001
O 3.001 1.968 -1.098  -0.004
H 0.983 0.646 -0.642  0.114
H 0.770 3.280 -0.539  0.001
H 0.705 5.488 0.653  0.000
H 2.817 6.369 1.681  0.000
H 5.001 5.238 1.201  0.000
H 5.037 3.195 -0.307  0.000
C 1.822 -5.682 0.118  0.001
N 1.943 -4.240 0.143  0.000
C 1.038 -3.444 -0.454  0.017
N 1.347 -1.977 -0.295  0.063
O 0.077 -3.816 -1.120  0.007
H 0.811 -5.963 -0.178  0.000
H 2.033 -6.076 1.111  0.000
H 2.535 -6.116 -0.587  0.000
H 2.736 -3.814 0.620  -0.001
H 1.986 -1.754 -1.070  0.004
H 1.952 -1.863 0.526  0.014

Forces on atoms 1 to 3 (eV/Å):
4.8682 -1.2423 -2.8605
-4.2029 -2.1637 2.5947
-2.8594 0.2255 -2.7237

(4)
Entry from the OMol25 dataset: an isolated molecule of C21H19ClN4O3 (ωB97M-V/def2-TZVPD).

## Properties
E_LUMO ... 0.532 eV
HOMO-LUMO gap ... 8.1 eV
HOMO ... -0.279 Eh
Structure (SMILES) ... O=C(Nc1ccc(N2CCN(C(=O)c3ccco3)CC2)cc1)c1cccnc1Cl

Each line ends with the Löwdin charge.
CARTESIAN COORDINATES (ANGSTROEM)
O 4.531 -2.566 0.887  0.082
C 3.601 -1.788 0.959  -0.468
N 2.316 -2.214 0.972  0.129
C 1.132 -1.459 0.968  -0.305
C 0.047 -1.889 1.726  -0.038
C -1.123 -1.165 1.758  -0.014
C -1.269 0.015 1.016  -0.218
N -2.435 0.749 1.114  -0.096
C -3.716 0.075 1.234  -0.120
C -4.641 0.496 0.074  -0.112
N -3.844 0.745 -1.108  -0.035
C -3.718 -0.259 -2.014  -0.387
O -4.290 -1.328 -1.866  0.070
C -2.915 -0.030 -3.227  -0.176
C -2.477 -0.992 -4.102  0.013
C -1.817 -0.311 -5.146  -0.046
C -1.908 1.014 -4.841  -0.104
O -2.564 1.197 -3.687  0.028
C -2.991 1.907 -0.986  -0.113
C -2.561 2.043 0.492  -0.135
C -0.179 0.423 0.240  -0.004
C 0.995 -0.303 0.212  -0.025
C 3.833 -0.311 1.046  -0.168
C 4.627 0.317 0.092  -0.004
C 4.885 1.675 0.198  -0.048
C 4.343 2.359 1.273  -0.134
N 3.626 1.767 2.213  0.060
C 3.391 0.479 2.111  -0.671
Cl 2.511 -0.215 3.415  0.783
H 2.209 -3.217 1.069  0.162
H 0.134 -2.790 2.316  0.117
H -1.926 -1.506 2.391  0.109
H -4.187 0.321 2.194  0.125
H -3.562 -1.002 1.180  0.115
H -5.344 -0.306 -0.154  0.124
H -5.197 1.406 0.313  0.125
H -2.620 -2.046 -3.992  0.120
H -1.346 -0.744 -6.004  0.103
H -1.559 1.892 -5.348  0.123
H -2.114 1.783 -1.619  0.106
H -3.527 2.807 -1.311  0.130
H -3.317 2.600 1.054  0.123
H -1.622 2.590 0.572  0.122
H -0.233 1.311 -0.369  0.100
H 1.803 0.029 -0.423  0.117
H 5.027 -0.269 -0.723  0.128
H 5.493 2.184 -0.533  0.103
H 4.492 3.421 1.408  0.108

Forces on atoms 1 to 3 (eV/Å):
0.1796 0.0105 -0.0732
0.0198 0.0029 0.0860
-0.1293 -0.5855 -0.0227

(5)
Entry from the OMol25 dataset: a cluster of 2 separate species, C3H10N3 in total (ωB97M-V/def2-TZVPD).

## Properties
E_LUMO ... -3.925 eV
Total charge ... +1
HOMO-LUMO gap ... 10.6 eV
HOMO ... -0.535 Eh

Each line ends with the Löwdin charge.
CARTESIAN COORDINATES (ANGSTROEM)
C -0.167 -1.094 -1.258  0.001
C -0.610 -1.721 0.092  -0.042
C -0.586 -0.292 -0.048  -0.270
N 1.649 0.238 0.759  0.083
N -1.049 0.794 0.433  0.027
N -0.722 1.996 -0.211  0.103
H 0.938 -1.349 -1.298  0.137
H -0.699 -1.122 -2.208  0.119
H -1.705 -2.081 0.163  0.164
H 0.087 -2.282 0.627  0.099
H 1.984 0.146 1.706  0.063
H 1.300 1.158 0.733  0.008
H -1.305 0.830 1.514  0.257
H -1.489 2.623 -0.401  0.118
H 2.578 0.334 0.404  0.055
H -0.204 1.822 -1.008  0.077

Forces on atoms 1 to 3 (eV/Å):
1.4854 -0.2022 1.4323
-4.1154 0.0078 -1.0043
0.8581 -1.1354 -0.8457